Entry from the Open Molecules 2025 dataset: 4 unconnected molecules or ions with the total composition C20H45BrN4O at a distorted geometry (ωB97M-V/def2-TZVPD).

Results
LUMO energy, eV: -4.18
Gap between HOMO and LUMO, eV: 5.09
Multiplicity: 1
HOMO energy, eV: -9.3
Total charge: +2

Each line ends with the Löwdin charge.
CARTESIAN COORDINATES (ANGSTROEM)
C1 1.354 7.526 -6.588  -0.0602
C2 1.074 6.574 -5.400  -0.1923
N1 0.266 5.484 -5.766  -0.0612
C3 0.159 4.208 -5.199  0.0081
C4 -0.793 3.467 -5.869  0.0236
N2 -1.333 4.264 -6.893  -0.0987
C5 -0.704 5.493 -6.821  0.0621
C6 -2.302 3.956 -7.927  0.0282
H1 1.483 6.932 -7.492  0.0814
H2 2.268 8.080 -6.376  0.0885
H3 0.558 8.241 -6.798  0.0823
H4 0.466 7.174 -4.723  0.1341
H5 2.009 6.283 -4.921  0.1367
H6 0.934 3.976 -4.483  0.1335
H7 -1.119 2.440 -5.800  0.1445
H8 -0.820 6.384 -7.421  0.1505
H9 -2.438 4.894 -8.465  0.1031
H10 -3.193 3.664 -7.371  0.1171
H11 -1.832 3.241 -8.602  0.1167
C7 4.085 1.851 3.161  -0.0848
C8 3.333 0.530 3.300  -0.2819
C9 2.210 0.349 2.394  -0.2041
C10 0.955 1.291 2.651  -0.0537
N3 -0.281 1.161 1.677  -0.2203
C11 -1.149 2.465 1.763  -0.1033
C12 -2.512 2.008 2.127  -0.1521
C13 -2.288 0.680 2.872  -0.1659
C14 -1.301 0.057 2.012  -0.1286
C15 0.177 1.054 0.231  0.0318
H12 4.791 2.024 3.973  0.0820
H13 3.436 2.726 3.153  0.0672
H14 4.656 1.885 2.233  0.0811
H15 3.053 0.359 4.340  0.1172
H16 4.028 -0.296 3.148  0.1201
H17 1.848 -0.679 2.406  0.1145
H18 2.495 0.597 1.372  0.1102
H19 1.266 2.274 2.299  0.1124
H20 0.626 1.398 3.685  0.1379
H21 -1.109 3.145 0.912  0.1399
H22 -0.788 2.980 2.653  0.1271
H23 -3.033 1.776 1.198  0.1291
H24 -3.044 2.720 2.758  0.1343
H25 -3.102 -0.038 2.971  0.1371
H26 -1.982 0.956 3.881  0.1259
H27 -1.773 -0.385 1.134  0.1488
H28 -0.761 -0.747 2.513  0.1344
H29 -0.702 1.145 -0.407  0.1160
H30 0.709 0.103 0.253  0.1079
H31 0.761 1.953 0.031  0.1089
C16 1.096 -6.102 2.977  0.0187
N4 -0.276 -6.673 3.405  -0.3151
C17 -0.110 -8.188 3.110  0.0262
C18 -0.549 -6.493 4.901  0.0174
C19 -1.462 -6.049 2.644  -0.0740
C20 -1.176 -5.937 1.120  -0.2050
O1 -0.457 -4.723 0.869  -0.0770
H32 1.754 -6.516 3.741  0.1037
H33 1.080 -5.018 3.097  0.1043
H34 1.464 -6.310 1.973  0.1133
H35 0.274 -8.388 2.110  0.1049
H36 -1.078 -8.654 3.296  0.1105
H37 0.606 -8.606 3.818  0.1076
H38 0.266 -6.843 5.535  0.1135
H39 -1.495 -6.964 5.168  0.1103
H40 -0.836 -5.451 5.043  0.1032
H41 -1.611 -5.015 2.954  0.1316
H42 -2.396 -6.576 2.844  0.1389
H43 -2.127 -5.869 0.591  0.1347
H44 -0.658 -6.767 0.641  0.1204
H45 -0.740 -4.402 0.009  0.0991
Br1 -2.208 -2.079 -3.627  -0.9744

---

Entry from the Open Molecules 2025 dataset: a molecular structure, C10H19AlAsBCaCl3F6N4O2P at a distorted geometry (ωB97M-V/def2-TZVPD).

Results
LUMO energy, eV: -9.02
Gap between HOMO and LUMO, eV: 2.97
Multiplicity: 1
HOMO energy, eV: -12.0
Total charge: +2

Each line ends with the Löwdin charge.
CARTESIAN COORDINATES (ANGSTROEM)
C1 0.093 0.759 -2.006  -0.0895
C2 0.415 -0.698 -1.357  -0.1562
B1 -0.772 -1.125 -0.311  -0.3606
O1 -1.978 -0.332 -0.130  0.1119
C3 -0.583 -2.477 0.599  -0.1714
C4 -0.265 -3.803 -0.223  -0.1624
N1 -0.217 -4.726 -1.005  0.1893
C5 0.512 -2.222 1.764  -0.4148
C6 -0.125 -2.558 3.193  -0.1325
N2 -0.693 -2.526 4.264  0.2426
P1 2.144 -3.196 1.580  0.8411
N3 3.292 -2.333 2.397  -0.3169
H1 0.833 1.057 -2.833  0.0733
H2 -0.968 0.665 -2.468  0.1065
H3 0.018 1.569 -1.191  0.0911
H4 1.407 -0.658 -0.750  0.0389
H5 0.537 -1.426 -2.240  0.1163
H6 -2.057 -0.237 0.861  0.1392
H7 -1.600 -2.650 1.136  0.1768
H8 0.789 -1.079 1.700  -0.0130
H9 2.634 -3.284 0.222  0.0445
H10 2.131 -4.505 2.194  0.0978
H11 2.778 -1.500 2.786  -0.1384
F1 3.633 -1.771 5.942  -0.2796
As1 3.658 0.006 5.732  0.8889
F2 5.002 -0.153 4.553  -0.3011
F3 4.835 0.155 7.067  -0.2587
F4 3.677 1.783 5.508  -0.2800
F5 2.308 0.165 6.893  -0.2638
F6 2.469 -0.145 4.375  -0.3634
N4 -3.186 3.109 -5.095  0.0023
C7 -3.203 3.739 -3.877  -0.1299
C8 -3.536 2.808 -2.921  -0.2419
C9 -3.720 1.570 -3.586  -0.1335
C10 -3.495 1.786 -4.926  -0.1469
H12 -2.979 3.551 -5.976  0.1485
H13 -2.980 4.792 -3.796  0.1084
H14 -3.637 2.996 -1.849  -0.1780
H15 -3.988 0.624 -3.136  0.0878
H16 -3.530 1.114 -5.771  0.1045
O2 2.645 -1.002 -3.952  0.3366
H17 2.549 -0.323 -4.663  0.2189
H18 3.378 -0.773 -3.335  0.2066
H19 2.762 -1.906 -4.330  0.2197
Cl1 -4.867 2.552 -0.457  -0.1190
Al1 -2.733 3.888 0.508  0.4299
Cl2 -2.720 3.578 3.216  -0.0229
Cl3 -2.973 5.564 4.164  0.1489
Ca1 2.305 -0.423 1.529  1.5039

---

Entry from the Open Molecules 2025 dataset: C4H7NOS in the gas phase at a distorted geometry (ωB97M-V/def2-TZVPD).

Results
LUMO energy, eV: 0.37
Gap between HOMO and LUMO, eV: 8.97
Multiplicity: 1
HOMO energy, eV: -8.6
Total charge: 0

Each line ends with the natural charge from an NBO analysis.
CARTESIAN COORDINATES (ANGSTROEM)
C1 -0.327 0.120 0.335  0.2654
C2 0.333 -0.960 1.182  -0.5615
C3 0.353 1.229 -0.119  -0.4514
C4 -0.109 2.284 -1.012  0.3866
H1 -2.093 -0.990 0.212  0.3993
H2 -1.993 0.458 -0.773  0.3971
H3 1.326 -0.639 1.564  0.2465
H4 -0.308 -1.231 2.052  0.2358
H5 -0.331 -3.209 0.830  0.1125
H6 1.355 1.349 0.206  0.2221
H7 -0.961 2.108 -1.710  0.0929
N1 -1.609 -0.120 -0.022  -0.7966
O1 0.423 3.372 -1.005  -0.5373
S1 0.587 -2.501 0.218  -0.0116

---

Entry from the Open Molecules 2025 dataset: a gas-phase ion, CN4OS (charge -2) (ωB97M-V/def2-TZVPD).

Results
LUMO energy, eV: 6.56
Gap between HOMO and LUMO, eV: 4.41
Multiplicity: 1
HOMO energy, eV: 2.2
Total charge: -2

Each line ends with the natural charge from an NBO analysis.
CARTESIAN COORDINATES (ANGSTROEM)
C1 0.154 -0.255 -0.323  0.0081
N1 -0.831 -1.007 0.206  -0.4414
N2 0.271 0.918 0.313  -0.4248
N3 -1.322 -0.254 1.196  -0.2240
N4 -0.674 0.876 1.258  -0.2301
O1 2.173 0.165 -2.129  -1.1200
S1 1.085 -0.871 -1.677  0.4321

---

Entry from the Open Molecules 2025 dataset: a molecular structure, C22H17N2O4S4SeTcTe (ωB97M-V/def2-TZVPD).

Results
<S²>: 0.765
LUMO energy (alpha / beta), eV: 1.14 / 1.57
Gap between HOMO and LUMO (alpha / beta), eV: 6.20 / 6.84
Multiplicity: 2
HOMO energy (alpha / beta), eV: -5.1 / -5.3
Total charge: -1

Each line ends with the natural charge from an NBO analysis.
CARTESIAN COORDINATES (ANGSTROEM)
Tc1 -0.792 -1.704 -0.242  0.5154
O1 2.802 -1.213 1.446  -0.5790
C1 1.801 -1.606 0.904  0.6639
O2 0.795 -0.827 0.565  -0.6734
C2 1.583 -3.104 0.527  0.6588
O3 2.433 -3.931 0.761  -0.5963
O4 0.440 -3.334 -0.045  -0.7001
S1 -1.847 0.357 -0.647  -0.2616
S2 -3.455 -0.111 -1.891  -0.0394
S3 -2.596 -1.447 -3.172  -0.0734
S4 -1.898 -2.896 -1.831  -0.0792
Se1 -2.214 -2.126 1.624  0.2213
C3 -1.976 -4.028 1.782  -0.1836
C4 -0.897 -4.582 2.457  -0.2397
C5 -0.760 -5.959 2.533  -0.1388
C6 -1.700 -6.789 1.938  -0.2428
C7 -2.776 -6.235 1.259  -0.2129
C8 -2.915 -4.857 1.180  -0.2354
H1 -0.150 -3.938 2.903  0.2228
H2 0.097 -6.380 3.043  0.2026
H3 -1.586 -7.864 1.992  0.2035
H4 -3.506 -6.875 0.780  0.2054
H5 -3.743 -4.422 0.633  0.2227
C9 1.439 4.100 2.037  -0.6903
Te1 0.147 2.513 1.396  0.4883
C10 -1.205 4.064 0.811  -0.6604
C11 -0.498 5.373 1.053  -0.0688
C12 -1.105 6.578 0.701  -0.1926
C13 -0.467 7.787 0.917  -0.2217
C14 0.796 7.805 1.493  -0.2193
C15 1.405 6.614 1.847  -0.2334
C16 0.770 5.391 1.635  0.0600
H6 2.409 3.996 1.554  0.2264
H7 1.584 4.055 3.115  0.2243
H8 -2.122 3.998 1.394  0.2283
H9 -1.457 3.931 -0.240  0.2353
H10 -2.089 6.557 0.248  0.2074
H11 -0.954 8.713 0.636  0.2067
H12 1.304 8.746 1.665  0.2064
H13 2.391 6.625 2.297  0.2058
N1 2.483 -3.618 -5.717  -0.3095
C17 2.190 -2.828 -4.936  0.2855
C18 1.846 -1.823 -3.973  -0.2243
C19 2.357 -0.533 -4.084  -0.0954
C20 2.006 0.401 -3.131  -0.2620
C21 1.154 0.023 -2.106  0.1122
N2 0.656 -1.210 -2.016  -0.4452
C22 0.992 -2.124 -2.918  0.1226
H14 3.018 -0.281 -4.902  0.2251
H15 2.382 1.413 -3.168  0.2292
H16 0.860 0.713 -1.325  0.2488
H17 0.568 -3.110 -2.782  0.2497

---

Entry from the Open Molecules 2025 dataset: a gas-phase ion, C13H14FO6 (charge -1) at a distorted geometry (ωB97M-V/def2-TZVPD).

Results
LUMO energy, eV: 2.97
Gap between HOMO and LUMO, eV: 5.98
Multiplicity: 1
HOMO energy, eV: -3.0
Total charge: -1

Each line ends with the natural charge from an NBO analysis.
CARTESIAN COORDINATES (ANGSTROEM)
C1 -4.355 0.683 -2.007  -0.6240
C2 -3.395 -0.418 -1.657  -0.0717
O1 -2.151 0.193 -1.256  -0.4989
C3 -1.229 -0.695 -0.861  0.7623
C4 0.036 0.012 -0.260  0.1667
F1 0.069 1.210 -0.920  -0.3454
C5 1.346 -0.687 -0.747  0.7726
O2 1.423 -1.899 -0.805  -0.6258
O3 2.318 0.120 -1.159  -0.5056
C6 3.553 -0.491 -1.542  -0.0683
C7 4.514 0.620 -1.885  -0.6209
O4 -1.375 -1.920 -0.958  -0.6108
H1 -5.312 0.281 -2.336  0.2036
H2 -4.554 1.344 -1.164  0.2191
H3 -4.000 1.319 -2.817  0.2058
H4 -3.776 -1.008 -0.809  0.1965
H5 -3.214 -1.052 -2.533  0.1842
H6 3.902 -1.074 -0.686  0.2011
H7 3.360 -1.117 -2.414  0.1796
H8 5.490 0.227 -2.180  0.2013
H9 4.155 1.234 -2.714  0.2053
H10 4.665 1.290 -1.036  0.2162
C8 0.997 0.681 3.406  -0.3379
C9 -0.230 0.927 3.908  -0.1327
C10 -1.462 0.503 3.229  0.3833
O5 -2.605 0.785 3.630  -0.7130
C11 -1.264 -0.325 2.037  -0.4986
C12 -0.013 -0.603 1.475  -0.2695
C13 1.244 -0.071 2.174  0.5382
O6 2.338 -0.261 1.638  -0.5839
H11 1.893 0.980 3.948  0.2032
H12 -0.372 1.522 4.808  0.2044
H13 -2.145 -0.711 1.522  0.1942
H14 0.149 -1.597 0.972  0.2694